9
Properties=species:S:1:pos:R:3 method="wB97M-V/def2-TZVPD" smiles="CNC=O" de_lowest_kcal_mol=19.47 charge=0 homo_energy_ev=-9.807
C -1.139 0.016 0.035
N 0.228 -0.475 -0.219
C 1.340 0.296 -0.101
O 2.444 -0.190 0.047
H -1.471 0.680 -0.768
H -1.270 0.589 0.962
H -1.814 -0.806 0.063
H 0.502 -1.492 0.118
H 1.181 1.382 -0.138

=====

97
Properties=species:S:1:pos:R:3 method="wB97M-V/def2-TZVPD" charge=-1 homo_energy_ev=-3.651
C -1.583 2.549 -1.758
C -2.327 1.218 -1.588
C -2.111 0.180 -2.680
O -3.069 -0.244 -3.299
O -0.897 -0.267 -2.991
C 0.231 -0.007 -2.090
C 1.372 -0.963 -2.316
B 2.476 -0.691 -1.136
O 3.804 -0.175 -1.602
C 4.546 -0.277 -0.406
C 4.168 -1.710 0.035
C 4.613 -2.200 1.407
C 5.098 -3.658 1.363
C 5.956 -4.105 2.551
C 5.442 -3.648 3.942
C 5.635 -4.755 4.972
O 4.665 -5.811 4.802
C 3.695 -5.880 5.726
C 3.113 -7.263 5.854
O 3.316 -4.949 6.390
O 2.780 -1.844 -0.209
H -2.022 3.329 -1.136
H -1.514 2.848 -2.803
H -0.559 2.443 -1.396
H -3.397 1.425 -1.635
H -2.153 0.795 -0.597
H -0.075 -0.052 -1.047
H 0.599 0.995 -2.305
H 1.019 -2.000 -2.288
H 1.838 -0.783 -3.290
H 2.021 0.215 -0.384
H 4.265 0.512 0.300
H 5.621 -0.315 -0.624
H 4.644 -2.316 -0.758
H 5.389 -1.559 1.838
H 3.731 -2.135 2.050
H 4.241 -4.323 1.231
H 5.716 -3.742 0.464
H 6.987 -3.768 2.418
H 5.980 -5.194 2.546
H 4.393 -3.367 3.890
H 6.065 -2.816 4.278
H 5.617 -4.384 5.995
H 6.599 -5.229 4.780
H 2.047 -7.159 6.052
H 3.565 -7.786 6.696
H 3.238 -7.850 4.946
C 3.338 -7.473 0.829
C 4.821 -7.344 0.580
O 5.596 -7.136 1.483
C 5.284 -7.468 -0.851
H 3.139 -7.356 1.892
H 2.799 -6.701 0.277
H 2.985 -8.452 0.499
H 4.812 -6.696 -1.462
H 5.010 -8.446 -1.250
H 6.364 -7.349 -0.895
C 2.828 4.852 0.945
C 3.089 3.535 1.643
O 2.877 2.481 1.102
C 3.628 3.610 3.057
H 2.446 4.658 -0.054
H 2.093 5.435 1.504
H 3.752 5.428 0.873
H 2.925 4.145 3.698
H 4.583 4.138 3.067
H 3.769 2.602 3.441
C -5.608 5.765 0.622
C -4.556 5.351 -0.378
O -3.373 5.390 -0.124
C -5.037 4.860 -1.719
H -5.128 6.095 1.543
H -6.207 6.581 0.215
H -6.264 4.925 0.835
H -5.607 5.641 -2.227
H -5.679 3.986 -1.579
H -4.185 4.585 -2.329
C -10.675 4.641 0.859
C -9.592 4.242 -0.115
O -8.421 4.311 0.176
C -10.041 3.750 -1.470
H -10.222 4.974 1.790
H -11.274 5.451 0.440
H -11.329 3.791 1.060
H -10.617 4.526 -1.978
H -10.671 2.866 -1.357
H -9.171 3.496 -2.071
C -5.645 4.419 -5.895
C -4.424 3.703 -5.363
O -3.850 4.086 -4.372
C -3.960 2.485 -6.122
H -5.874 5.272 -5.260
H -5.461 4.767 -6.913
H -6.499 3.739 -5.908
H -3.708 2.758 -7.149
H -4.750 1.733 -6.143
H -3.085 2.061 -5.634